C40H29F3HgNO2S3Se4 | wB97M-V/def2-TZVPD

Geometry (Å):
Hg1 0.447 -0.037 1.491
Se1 -0.442 1.413 4.485
Se2 1.821 3.794 2.694
Se3 -0.278 3.559 3.747
Se4 1.609 3.112 0.525
S1 -2.374 -1.438 -0.086
S2 -2.231 1.648 -0.158
S3 2.132 -2.847 1.107
F1 4.746 -4.382 1.590
F2 4.151 -4.746 -0.448
F3 6.183 -4.281 0.013
O1 -3.492 0.995 0.248
O2 -1.818 -2.257 0.990
N1 3.137 -0.626 0.165
C1 4.902 -3.938 0.332
C2 -3.887 -0.146 -6.479
C3 -3.531 1.284 -4.557
C4 -3.301 5.960 0.975
C5 3.364 -1.928 0.419
C6 -3.286 -3.972 -0.609
C7 -5.270 -4.526 -1.846
C8 5.400 -0.305 -0.500
C9 -2.686 0.298 -3.976
C10 0.133 -0.433 -3.212
C11 -0.130 -2.418 -1.278
C12 -4.184 4.903 1.174
C13 -3.829 3.627 0.791
C14 1.030 -1.534 -3.184
C15 5.659 -1.653 -0.306
C16 -3.813 2.454 -3.822
C17 -5.368 -3.200 -2.247
C18 -2.608 3.393 0.185
C19 2.257 -0.590 -5.038
C20 4.107 0.146 -0.262
C21 -4.093 1.044 -5.828
C22 1.440 0.547 -4.996
C23 0.868 -2.530 -2.197
C24 4.645 -2.482 0.133
C25 -2.528 -0.926 -4.659
C26 -2.081 0.533 -2.699
C27 -3.697 7.342 1.405
C28 -6.317 -5.544 -2.196
C29 -1.078 -1.389 -1.366
C30 -4.448 -2.256 -1.816
C31 -1.719 4.428 -0.033
C32 -3.420 -2.644 -0.977
C33 -2.076 5.706 0.370
C34 2.063 -1.603 -4.140
C35 -1.004 -0.415 -2.335
C36 -2.491 1.638 -1.974
C37 -4.195 -4.908 -1.050
C38 -3.119 -1.146 -5.877
C39 -3.353 2.584 -2.537
C40 0.401 0.622 -4.108
H1 -4.337 -0.326 -7.447
H2 -6.186 -2.894 -2.883
H3 6.187 0.362 -0.815
H4 -2.996 -2.100 -6.371
H5 -4.094 -5.942 -0.751
H6 3.057 -0.648 -5.766
H7 2.714 -2.468 -4.137
H8 -7.059 -5.136 -2.877
H9 -4.478 2.779 0.952
H10 3.837 1.186 -0.408
H11 -5.145 5.075 1.643
H12 -4.440 3.222 -4.258
H13 -4.722 1.807 -6.269
H14 6.647 -2.055 -0.496
H15 -6.826 -5.869 -1.288
H16 -3.641 3.443 -1.949
H17 -4.271 7.296 2.329
H18 -4.552 -1.221 -2.109
H19 1.644 1.378 -5.659
H20 -1.379 6.518 0.221
H21 -5.863 -6.424 -2.651
H22 -2.824 7.971 1.566
H23 -0.230 -3.135 -0.477
H24 -1.952 -1.714 -4.198
H25 -4.324 7.816 0.648
H26 -2.482 -4.240 0.061
H27 -0.206 1.514 -4.068
H28 -0.758 4.232 -0.486
H29 1.560 -3.361 -2.156

## Properties
- Energy: -353755.93048 eV
- Multiplicity: 2
- HOMO level (spin up / spin down): -0.94 / -0.93 eV
- Net charge: -2
- Frontier orbital gap (spin up / spin down): 4.6 / 4.6 eV
- F_max: 1.48 eV/A



C40H30F6GeIN4O10S2Zr | wB97M-V/def2-TZVPD

Geometry (Å):
I1 -3.901 -7.794 2.445
Zr1 -0.804 -1.065 1.351
Ge1 1.535 1.079 -1.564
S1 -0.960 -0.811 -1.633
S2 1.337 -2.318 -0.867
F1 2.591 -4.631 -0.693
F2 -3.198 -1.972 -2.599
F3 0.448 -4.806 -0.557
F4 -1.749 -3.442 -1.984
F5 1.376 -4.377 -2.467
F6 -1.443 -2.338 -3.815
O1 -2.745 -1.658 2.141
O2 -1.802 -1.318 -0.366
O3 2.713 -1.916 -0.843
O4 -0.072 -1.970 3.095
O5 0.689 -2.264 0.504
O6 1.624 -3.448 3.259
O7 0.915 0.352 1.985
O8 -1.538 0.106 -2.636
O9 1.676 2.017 3.305
O10 -4.291 -1.534 3.777
N1 -1.401 0.313 3.130
N2 0.446 -1.760 -1.956
N3 -2.888 1.299 0.863
N4 -4.439 -0.181 -0.009
C1 -1.871 -2.223 -2.548
C2 -2.371 -5.313 1.642
C3 -0.539 1.190 3.634
C4 1.868 4.043 -1.993
C5 -0.666 -5.278 3.829
C6 -3.296 -1.156 3.200
C7 -2.525 0.029 3.763
C8 5.047 2.107 1.534
C9 1.373 0.038 -4.325
C10 4.095 0.228 -4.803
C11 1.887 -0.290 -5.569
C12 3.574 0.566 -3.559
C13 3.863 2.835 1.480
C14 -3.772 1.011 -0.093
C15 -2.032 1.702 5.396
C16 -2.523 3.454 -0.148
C17 5.219 1.036 0.672
C18 1.033 2.931 -2.095
C19 -0.217 3.119 -2.695
C20 2.211 0.457 -3.289
C21 4.224 0.694 -0.238
C22 -3.410 3.116 -1.180
C23 -4.044 1.903 -1.151
C24 0.766 1.151 2.894
C25 2.874 2.481 0.568
C26 -0.614 4.367 -3.158
C27 -2.886 0.728 4.909
C28 0.462 -3.184 3.088
C29 -1.619 -6.280 3.719
C30 -0.043 0.394 -0.559
C31 1.474 5.296 -2.447
C32 -0.565 -4.278 2.871
C33 1.439 -4.153 -1.154
C34 -2.311 2.511 0.824
C35 -0.808 1.930 4.766
C36 0.226 5.463 -3.029
C37 3.028 1.407 -0.316
C38 3.253 -0.210 -5.811
C39 -1.426 -4.311 1.778
C40 -2.466 -6.288 2.624
H1 -3.816 0.470 5.394
H2 -1.987 4.392 -0.137
H3 -0.085 6.438 -3.385
H4 -3.584 3.800 -2.000
H5 -0.676 1.292 -0.540
H6 1.964 3.072 0.536
H7 -1.696 -7.048 4.476
H8 4.256 0.933 -2.803
H9 1.216 -0.616 -6.353
H10 3.716 3.688 2.134
H11 -0.892 2.278 -2.794
H12 2.148 6.139 -2.352
H13 -4.719 -0.571 -0.896
H14 2.479 1.921 2.748
H15 5.160 0.307 -4.980
H16 4.375 -0.168 -0.870
H17 3.654 -0.483 -6.779
H18 -3.020 -5.328 0.777
H19 2.861 3.942 -1.568
H20 -1.372 -3.598 0.957
H21 -0.085 2.636 5.146
H22 -1.608 2.720 1.628
H23 6.131 0.454 0.708
H24 -4.724 1.601 -1.936
H25 5.826 2.379 2.234
H26 -1.586 4.479 -3.624
H27 -2.292 2.261 6.285
H28 0.017 -5.270 4.668
H29 -4.001 -0.867 0.594
H30 0.307 -0.037 -4.169

## Properties
- Energy: -172281.05389 eV
- HOMO level: -5.78 eV
- Net charge: -1
- Frontier orbital gap: 6.9 eV
- F_max: 1.79 eV/A



C40H31HfI2N9O8 | wB97M-V/def2-TZVPD

Geometry (Å):
Hf1 -0.330 0.423 -0.164
I1 -3.521 3.535 -1.817
I2 -1.351 7.460 2.138
O1 -0.629 2.230 -1.100
O2 -1.647 2.870 2.923
O3 -7.754 2.478 1.929
O4 -2.388 0.269 -0.270
O5 -4.360 -1.450 -1.043
O6 -6.379 3.539 3.208
O7 -0.779 1.277 1.646
O8 -5.871 -0.106 -1.791
N1 0.919 -1.465 -0.115
N2 2.002 0.792 -1.768
N3 -0.692 -0.410 -2.280
N4 1.641 1.790 0.654
N5 -6.633 2.747 2.321
N6 -4.991 -0.410 -1.008
N7 -0.311 -1.558 -2.877
N8 -1.213 -1.404 1.441
N9 -0.397 -1.597 2.489
C1 -4.217 2.311 2.116
C2 3.029 -1.698 1.132
C3 -1.615 0.144 -3.063
C4 -4.694 0.537 0.072
C5 1.148 -2.465 -1.042
C6 1.005 -1.450 2.356
C7 -3.140 1.683 1.514
C8 2.228 -4.605 -1.603
C9 1.833 -3.655 -0.693
C10 3.106 0.769 -1.024
C11 1.750 -1.303 3.527
C12 1.633 -1.555 1.103
C13 -1.018 -1.733 -4.015
C14 4.406 -0.085 -2.836
C15 0.104 5.056 1.026
C16 0.696 -2.446 -2.379
C17 -2.385 -2.244 3.159
C18 -0.793 3.403 -0.494
C19 -1.097 5.750 0.983
C20 -5.507 2.062 1.678
C21 1.581 3.203 0.185
C22 -3.348 0.795 0.427
C23 -1.972 4.145 -0.571
C24 -1.849 -0.651 -4.180
C25 -5.767 1.178 0.650
C26 3.131 -1.398 3.526
C27 3.915 -1.253 4.798
C28 -1.076 -2.111 3.543
C29 3.757 -1.643 2.303
C30 -1.782 2.007 2.087
C31 -2.127 5.310 0.171
C32 2.445 -5.438 -3.984
C33 0.262 3.902 0.282
C34 2.094 0.430 -3.048
C35 3.270 -0.008 -3.628
C36 -2.417 -1.784 1.832
C37 1.178 -3.371 -3.310
C38 1.962 -4.450 -2.961
C39 2.995 1.308 0.382
C40 4.327 0.323 -1.516
H1 3.273 0.554 1.109
H2 0.933 -3.237 -4.354
H3 -4.029 3.002 2.925
H4 -2.065 1.076 -2.765
H5 -2.554 -0.485 -4.974
H6 2.764 -5.479 -1.250
H7 2.377 -5.027 -4.992
H8 3.544 -1.825 0.190
H9 3.289 -0.290 -4.671
H10 0.922 5.415 1.638
H11 -3.239 -1.724 1.138
H12 3.765 -0.269 5.245
H13 3.718 2.127 0.485
H14 -3.199 -2.630 3.745
H15 -0.576 -2.374 4.458
H16 -0.912 -2.622 -4.605
H17 1.877 3.174 -0.866
H18 2.058 -3.825 0.348
H19 1.464 1.784 1.655
H20 2.334 3.780 0.731
H21 5.196 0.309 -0.870
H22 3.614 -1.996 5.537
H23 3.485 -5.716 -3.808
H24 -6.773 0.994 0.306
H25 1.181 0.498 -3.628
H26 4.835 -1.754 2.268
H27 4.982 -1.377 4.615
H28 1.854 -6.356 -3.961
H29 5.342 -0.442 -3.244
H30 -3.055 5.861 0.116
H31 1.226 -1.130 4.458

## Properties
- Energy: -89283.49800 eV
- HOMO level: -7.52 eV
- Net charge: 0
- Frontier orbital gap: 7.5 eV
- F_max: 0.55 eV/A



C40H32AsBiN3O4S | wB97M-V/def2-TZVPD

Geometry (Å):
Bi1 -1.036 1.802 -0.212
As1 0.195 -0.526 -2.627
S1 -2.082 4.498 -0.113
O1 1.001 1.142 -0.401
O2 -3.472 0.695 0.011
O3 -0.279 2.967 1.652
O4 -0.942 0.630 -2.445
N1 -0.033 0.112 2.201
N2 -1.080 0.293 1.412
N3 -1.085 3.826 2.259
C1 -0.587 -3.230 -3.592
C2 -1.940 4.631 1.561
C3 -2.094 -3.581 -5.430
C4 2.626 -1.001 -4.090
C5 1.755 -0.005 -3.657
C6 0.740 -1.541 -1.078
C7 -1.294 -4.088 -4.419
C8 -2.134 -1.502 2.652
C9 -0.254 -2.214 -0.386
C10 -1.713 4.819 4.319
C11 -4.456 -1.154 1.201
C12 4.363 0.440 3.999
C13 -3.203 -2.345 2.851
C14 0.056 -2.896 0.776
C15 2.117 0.372 3.061
C16 2.501 -0.105 5.402
C17 1.364 -2.897 1.236
C18 3.872 0.108 5.234
C19 2.359 -2.237 0.534
C20 -1.496 -1.352 -4.783
C21 3.507 0.584 2.889
C22 3.992 0.948 1.614
C23 -0.682 -1.856 -3.774
C24 3.120 1.143 0.577
C25 1.737 0.968 0.711
C26 3.958 0.663 -5.189
C27 -4.373 -2.183 2.124
C28 -2.202 -2.211 -5.607
C29 3.072 1.648 -4.783
C30 1.971 1.317 -4.011
C31 2.049 -1.558 -0.631
C32 1.199 0.527 1.951
C33 1.645 0.032 4.337
C34 -2.178 -0.477 1.688
C35 -1.006 3.894 3.598
C36 -3.382 -0.316 0.966
C37 -2.683 5.581 2.283
C38 -3.978 0.304 -1.253
C39 -2.562 5.699 3.641
C40 3.734 -0.663 -4.849
H1 -3.567 1.001 -1.983
H2 -1.218 -5.154 -4.268
H3 2.434 -2.037 -3.825
H4 5.421 0.620 3.864
H5 0.584 -0.115 4.465
H6 3.373 -2.226 0.906
H7 2.803 -1.007 -1.180
H8 -3.110 6.457 4.176
H9 -5.070 0.351 -1.282
H10 -1.586 -0.276 -4.896
H11 -5.217 -2.839 2.273
H12 2.120 -0.367 6.379
H13 -1.221 -1.619 3.214
H14 -2.834 -1.816 -6.388
H15 -3.662 -0.712 -1.506
H16 -2.631 -4.256 -6.080
H17 1.607 -3.396 2.161
H18 0.031 -3.631 -2.794
H19 3.237 2.675 -5.071
H20 -1.610 4.863 5.390
H21 4.826 0.930 -5.774
H22 1.269 2.074 -3.673
H23 3.476 1.440 -0.400
H24 -1.271 -2.175 -0.769
H25 -0.721 -3.413 1.318
H26 -5.373 -0.997 0.650
H27 4.536 0.007 6.082
H28 -0.329 3.179 4.042
H29 -3.130 -3.152 3.567
H30 5.052 1.101 1.470
H31 4.415 -1.433 -5.186
H32 -3.338 6.214 1.708

## Properties
- Energy: -132170.59316 eV
- Multiplicity: 2
- HOMO level (spin up / spin down): -5.82 / -7.06 eV
- Net charge: 0
- Frontier orbital gap (spin up / spin down): 6.3 / 6.8 eV
- F_max: 2.58 eV/A



C40H32AsCl5CuN3OPS2 | wB97M-V/def2-TZVPD

Geometry (Å):
As1 -5.665 0.460 3.312
Cu1 -0.370 0.114 -0.229
Cl1 1.749 1.464 0.411
Cl2 2.326 -1.740 5.688
Cl3 4.081 2.020 2.277
Cl4 -0.082 -2.293 3.797
Cl5 4.392 0.470 4.952
S1 2.257 -2.117 0.277
S2 1.458 -4.769 -0.698
P1 -1.591 1.513 1.411
O1 -0.177 -0.650 1.485
N1 0.528 -2.534 -1.702
N2 0.010 -1.355 -1.749
N3 -0.728 1.136 -1.767
C1 -4.019 1.492 2.869
C2 -0.947 0.454 -2.862
C3 -6.710 1.976 4.016
C4 -7.087 3.786 5.560
C5 -8.736 3.285 3.894
C6 -2.169 2.266 -3.944
C7 -5.216 -0.289 5.066
C8 0.803 3.573 4.736
C9 -4.872 -1.451 7.575
C10 -6.065 -1.621 6.892
C11 1.075 -1.092 3.401
C12 -6.228 -1.051 5.645
C13 1.297 -3.014 -0.749
C14 -3.010 0.596 2.159
C15 -3.068 5.127 -0.066
C16 -0.702 2.312 2.769
C17 -2.622 4.156 0.913
C18 0.876 -0.393 2.189
C19 -1.675 1.026 -3.987
C20 -1.959 3.160 -2.772
C21 2.929 0.830 2.714
C22 -0.709 1.828 4.073
C23 3.080 0.128 3.903
C24 -0.404 -0.852 -2.893
C25 -3.202 3.426 -1.878
C26 -2.461 2.870 0.570
C27 -1.298 2.419 -1.585
C28 -6.294 2.755 5.088
C29 -4.031 -0.118 5.766
C30 -3.860 -0.693 7.014
C31 -2.659 2.430 -0.841
C32 0.039 2.461 5.050
C33 -7.937 2.257 3.423
C34 2.145 -0.847 4.240
C35 -3.286 4.821 -1.348
C36 0.850 4.034 3.430
C37 -8.313 4.046 4.970
C38 0.758 -5.267 -2.299
C39 1.855 0.573 1.879
C40 0.110 3.401 2.451
H1 -0.300 -1.404 -3.820
H2 -3.174 6.148 0.270
H3 -3.534 5.587 -2.069
H4 -2.711 2.681 -4.781
H5 -3.588 1.951 3.761
H6 -8.265 1.653 2.583
H7 -0.181 -4.750 -2.454
H8 -1.451 4.079 -3.087
H9 -3.491 0.074 1.321
H10 -9.688 3.491 3.425
H11 0.603 -6.340 -2.258
H12 -4.333 2.310 2.211
H13 -6.866 -2.199 7.331
H14 -4.155 3.146 -2.337
H15 -5.346 2.544 5.569
H16 -1.792 0.407 -4.865
H17 -7.155 -1.185 5.095
H18 1.475 4.877 3.174
H19 -2.932 -0.549 7.550
H20 -3.224 0.470 5.347
H21 -2.408 4.506 1.914
H22 -2.600 -0.173 2.821
H23 1.477 -5.016 -3.071
H24 -0.563 3.045 -1.066
H25 -3.148 1.452 -0.882
H26 0.165 3.748 1.430
H27 -4.732 -1.909 8.543
H28 -8.938 4.841 5.350
H29 1.376 4.070 5.504
H30 -1.282 0.948 4.319
H31 0.022 2.089 6.064
H32 -6.751 4.387 6.393

## Properties
- Energy: -247564.03184 eV
- Multiplicity: 2
- HOMO level (spin up / spin down): -7.44 / -7.47 eV
- Net charge: 0
- Frontier orbital gap (spin up / spin down): 6.1 / 6.1 eV
- F_max: 2.54 eV/A